The following is a quantum chemistry calculation of the molecule C10H16N4O4, from the OMol25 dataset.

```
34
C10H16N4O4 ωB97M-V/def2-TZVPD
C -1.3228 1.9670 -0.9236
C -0.0709 1.6939 -0.0799
C -2.5466 1.5244 -0.1073
C -2.5101 0.0593 0.2110
C -2.2840 -0.5314 1.4157
C -2.5064 -2.0587 -0.1552
C 2.1177 0.6275 -0.0545
C 3.1055 0.1450 -1.1085
C 1.8594 -0.4169 1.0569
C 1.3835 -1.7543 0.5181
H -1.6342 0.4013 -2.2062
H -1.7732 1.9112 -2.9047
H -1.3558 3.0816 -1.0773
H -2.5975 2.0939 0.8278
H -3.4450 1.7155 -0.6840
H -2.1293 -0.1174 2.3916
H -2.5535 -3.0291 -0.6308
H -2.1894 -2.6198 1.8476
H 0.8157 0.8763 -1.7056
H 2.5528 1.5016 0.4380
H 1.1149 0.0209 1.7134
H 3.0362 -1.2761 2.3636
H 1.1499 -2.4673 1.3563
H 2.1401 -2.1946 -0.1463
H 0.4735 -1.6050 -0.0494
H 4.1999 -0.4687 0.3410
N -1.2113 1.3583 -2.2531
N -2.6418 -0.9089 -0.7674
N -2.2897 -1.8917 1.1778
N 0.8955 0.9913 -0.7047
O -0.0160 2.0585 1.0894
O 2.8852 0.2492 -2.2984
O 3.1118 -0.5413 1.7596
O 4.2362 -0.3956 -0.6508
```

The calculation puts the HOMO-LUMO gap at 9.34 eV. The total energy comes out at -24781.651 eV. The calculation puts the molar mass at 256.262 g/mol. The value obtained for the LUMO energy is 0.014 Eh.

Calculated atomic charges, method Löwdin, unit e: C -0.295; C -0.449; C -0.099; C -0.302; C -0.049; C -0.195; C -0.177; C -0.473; C -0.341; C -0.018; H 0.073; H 0.083; H 0.163; H 0.121; H 0.115; H 0.121; H 0.120; H 0.137; H 0.124; H 0.174; H 0.132; H 0.101; H 0.099; H 0.094; H 0.068; H 0.106; N 0.040; N 0.094; N 0.057; N 0.126; O 0.050; O 0.115; O -0.036; O 0.120